<1>
{
  "formula": "C11H17N4",
  "method": "ωB97M-V/def2-TZVPD",
  "gap_ev": 7.58,
  "homo_energy_ev": -13.1,
  "total_charge": 1,
  "smiles": "[H]/N=C/[NH+]=C1/N=CN=C/C1=C(\\C)C(C)(C)C",
  "species": ["H", "N", "C", "N", "C", "N", "C", "N", "C", "C", "C", "C", "C", "C", "C", "C", "H", "H", "H", "H", "H", "H", "H", "H", "H", "H", "H", "H", "H", "H", "H", "H"],
  "positions_angstrom": [[1.32, -3.01, 0.49], [0.56, -2.39, 0.40], [-0.62, -2.87, 0.43], [-1.76, -2.07, 0.28], [-1.96, -0.76, 0.03], [-3.22, -0.47, -0.40], [-3.64, 0.72, -0.58], [-2.93, 1.80, -0.29], [-1.72, 1.56, 0.08], [-1.11, 0.33, 0.19], [0.31, 0.35, 0.57], [0.59, 0.47, 1.99], [1.39, 0.51, -0.47], [1.57, 2.00, -0.47], [0.68, 0.07, -1.80], [2.65, -0.29, -0.17], [-0.80, -3.96, 0.46], [-2.75, -2.41, 0.25], [-4.58, 0.85, -1.10], [-1.26, 2.57, 0.06], [0.67, -0.51, 2.47], [-0.14, 0.93, 2.79], [1.52, 0.92, 2.29], [2.40, 2.10, -1.12], [1.78, 2.39, 0.48], [0.67, 2.62, -0.66], [0.47, -0.94, -1.73], [-0.23, 0.70, -1.97], [1.26, 0.17, -2.69], [2.26, -1.21, 0.18], [3.18, 0.14, 0.81], [3.44, -0.30, -0.80]]
}

<2>
{
  "formula": "C11H17N4",
  "method": "ωB97M-V/def2-TZVPD",
  "gap_ev": 8.09,
  "homo_energy_ev": -10.8,
  "total_charge": 1,
  "species": ["C", "C", "N", "N", "N", "H", "H", "H", "H", "H", "H", "H", "H", "C", "C", "C", "C", "C", "C", "C", "C", "C", "N", "H", "H", "H", "H", "H", "H", "H", "H", "H"],
  "positions_angstrom": [[-3.46, -0.72, -1.28], [-2.41, -0.07, 0.83], [-3.27, 0.15, -0.15], [-1.72, -1.20, 0.91], [-2.32, 0.79, 1.87], [-3.89, 0.95, -0.09], [-1.36, -1.79, 0.18], [-1.40, -1.50, 1.82], [-2.78, 1.67, 1.74], [-1.39, 0.96, 2.20], [-3.18, -0.27, -2.22], [-4.49, -1.07, -1.31], [-2.88, -1.65, -1.32], [1.24, -1.56, -2.60], [1.89, 0.12, 0.68], [1.43, 0.15, -0.66], [1.64, -1.16, -1.21], [2.24, -1.89, -0.23], [1.85, 1.24, 1.51], [1.24, 2.38, 1.03], [0.76, 1.30, -1.07], [0.65, 2.41, -0.25], [2.40, -1.13, 0.91], [3.03, -1.34, 1.65], [2.38, 1.32, 2.45], [2.69, -2.87, -0.33], [1.22, 3.18, 1.76], [0.34, 1.41, -2.06], [0.66, -0.74, -3.02], [0.48, -2.35, -2.53], [0.32, 3.37, -0.59], [1.98, -1.82, -3.35]]
}

The structure with the least stability is <1>.

<1>
{
  "formula": "C4H7NOS",
  "method": "ωB97M-V/def2-TZVPD",
  "gap_ev": 8.83,
  "homo_energy_ev": -8.5,
  "smiles": "C=CC(=S)N(C)O",
  "species": ["C", "C", "C", "S", "N", "C", "O", "H", "H", "H", "H", "H", "H", "H"],
  "positions_angstrom": [[-2.34, -1.11, 0.38], [-1.17, -1.13, -0.28], [-0.26, 0.00, -0.21], [-0.73, 1.62, -0.12], [1.03, -0.25, -0.02], [1.74, -1.49, -0.06], [1.99, 0.76, 0.28], [-2.61, -0.16, 0.81], [-2.93, -2.01, 0.45], [-0.91, -2.01, -0.83], [2.70, -1.33, -0.52], [1.18, -2.28, -0.54], [1.90, -1.77, 1.01], [1.43, 1.62, 0.47]]
}

<2>
{
  "formula": "C4H7NOS",
  "method": "ωB97M-V/def2-TZVPD",
  "gap_ev": 9.43,
  "homo_energy_ev": -8.7,
  "smiles": "O/N=C1/CCCS1",
  "species": ["O", "N", "C", "C", "C", "C", "S", "H", "H", "H", "H", "H", "H", "H"],
  "positions_angstrom": [[-2.21, -1.55, 1.77], [-1.05, -1.76, 1.06], [-0.46, -0.75, 0.54], [0.84, -0.77, -0.23], [0.77, 0.38, -1.22], [0.28, 1.56, -0.30], [-1.21, 0.86, 0.44], [-2.26, -0.69, 2.20], [1.04, -1.77, -0.75], [1.59, -0.63, 0.52], [-0.02, 0.19, -1.92], [1.70, 0.69, -1.75], [0.00, 2.42, -0.87], [0.98, 1.83, 0.50]]
}

The structure with the least stability is <1>.

<1>
{
  "formula": "C4H7NOS",
  "method": "ωB97M-V/def2-TZVPD",
  "gap_ev": 9.76,
  "homo_energy_ev": -9.2,
  "smiles": "O=C=NS.C=CC",
  "species": ["O", "C", "N", "S", "H", "C", "C", "C", "H", "H", "H", "H", "H", "H"],
  "positions_angstrom": [[-1.55, 2.29, 2.40], [-1.69, 2.39, 1.26], [-1.83, 2.36, 0.06], [-1.97, 3.35, -1.26], [-1.76, 2.43, -2.17], [0.75, -0.14, -0.74], [0.03, -0.27, 0.37], [0.30, -1.42, 1.47], [0.56, 0.64, -1.55], [1.58, -0.75, -0.88], [-0.69, 0.42, 0.71], [-0.07, -1.11, 2.42], [1.44, -1.63, 1.50], [-0.04, -2.36, 1.15]]
}

<2>
{
  "formula": "C4H7NOS",
  "method": "ωB97M-V/def2-TZVPD",
  "gap_ev": 7.92,
  "homo_energy_ev": -8.2,
  "smiles": "N/C=C\\C(=S)CO",
  "species": ["N", "C", "C", "C", "S", "C", "O", "H", "H", "H", "H", "H", "H", "H"],
  "positions_angstrom": [[0.15, -1.12, -2.21], [0.66, 0.10, -1.94], [0.64, 0.80, -0.77], [0.20, 0.38, 0.53], [0.11, 1.42, 1.81], [-0.16, -1.08, 0.78], [-1.36, -1.46, 0.10], [-0.56, -1.50, -1.59], [0.14, -1.44, -3.18], [1.14, 0.58, -2.79], [1.04, 1.82, -0.83], [-0.26, -1.28, 1.86], [0.66, -1.76, 0.35], [-2.07, -0.86, 0.40]]
}

The structure with the least stability is <1>.